Record 1
The following is a DFT calculation (the ωB97M-V functional and the def2-TZVPD basis) of one molecule with the formula C7H8 in a non-equilibrium geometry.

Structure (ORCA input):
```
! RIJCOSX wB97M-V def2-TZVPD def2/J DEFGRID3
* xyz 0 1
C 1.967 2.213 0.515
C 1.388 1.561 -0.322
C 0.631 0.551 -1.025
C 0.107 -0.437 0.055
C -0.546 -1.690 -0.540
C -0.916 0.182 0.906
C -1.887 0.438 1.568
H 1.915 2.141 1.576
H 1.279 0.049 -1.747
H -0.224 0.998 -1.537
H 0.936 -0.751 0.704
H -1.342 -1.411 -1.237
H 0.190 -2.312 -1.055
H -1.001 -2.276 0.265
H -2.794 0.450 2.124
*
```

Properties
LUMO ... 0.96 eV
ΔE to the lowest compared entry with this formula, charge and spin ... 4.657 eV
Gap between HOMO and LUMO ... 10.89 eV

Atomic partial charges in e from the Löwdin method, atoms 1 to 8:
1. C 0.07
2. C -0.15
3. C -0.18
4. C -0.38
5. C -0.07
6. C -0.13
7. C 0.13
8. H 0.04

Record 2
The following is a DFT calculation (the ωB97M-V functional and the def2-TZVPD basis) of one molecule with the formula C7H8 in a non-equilibrium geometry.

Structure (ORCA input):
```
! RIJCOSX wB97M-V def2-TZVPD def2/J DEFGRID3
* xyz 0 1
C 0.909 0.364 1.359
C 0.030 -0.474 1.984
C 0.842 0.823 -0.062
C 0.103 -0.374 -2.152
C -1.328 -0.408 -0.050
C -1.273 -0.589 1.469
C -0.083 -0.008 -0.902
H 1.701 0.827 1.940
H 0.220 -0.771 3.007
H 0.507 1.871 -0.077
H 1.857 0.820 -0.471
H 0.977 -0.077 -2.710
H -0.611 -0.989 -2.671
H -1.739 -1.350 -0.428
H -2.111 0.336 -0.236
*
```

Properties
LUMO (alpha / beta) ... -0.38 / -0.38 eV
ΔE to the lowest compared entry with this formula, charge and spin ... 4.508 eV
Gap between HOMO and LUMO (alpha / beta) ... 7.64 / 7.64 eV

Atomic partial charges in e from the Löwdin method, atoms 1 to 8:
1. C -0.03
2. C -0.18
3. C -0.16
4. C 0.04
5. C -0.20
6. C 0.05
7. C -0.31
8. H 0.11

Record 3
The following is a DFT calculation (the ωB97M-V functional and the def2-TZVPD basis) of one molecule with the formula C7H8.

Structure (ORCA input):
```
! RIJCOSX wB97M-V def2-TZVPD def2/J DEFGRID3
* xyz 0 1
C -0.186 -1.452 -0.400
C -0.525 -0.035 -0.030
C 0.357 1.053 -0.621
C 1.788 0.866 -0.341
C 2.952 0.684 -0.092
C -1.535 0.259 0.871
C -2.501 0.006 1.719
H 0.144 -1.501 -1.445
H 0.642 -1.829 0.212
H -1.050 -2.106 -0.252
H -0.568 0.703 1.371
H 0.204 1.039 -1.709
H 0.028 2.038 -0.273
H 3.985 0.528 0.129
H -3.531 -0.044 1.356
*
```

Properties
LUMO (alpha / beta) ... 0.11 / 0.11 eV
ΔE to the lowest compared entry with this formula, charge and spin ... 7.259 eV
Gap between HOMO and LUMO (alpha / beta) ... 7.90 / 7.90 eV

Atomic partial charges in e from the Löwdin method, atoms 1 to 8:
1. C -0.03
2. C -0.28
3. C -0.19
4. C -0.14
5. C 0.12
6. C -0.28
7. C 0.06
8. H 0.09

Record 4
The following is a DFT calculation (the ωB97M-V functional and the def2-TZVPD basis) of one molecule with the formula C7H8 in a non-equilibrium geometry.

Structure (ORCA input):
```
! RIJCOSX wB97M-V def2-TZVPD def2/J DEFGRID3
* xyz 0 1
C 2.284 -0.250 -0.113
C 1.017 0.066 -0.098
C 0.325 1.412 0.136
C -0.942 1.348 -0.151
C -1.390 -0.074 -0.525
C -1.128 -0.902 0.661
C -0.064 -0.843 -0.368
H 3.077 0.462 0.082
H 2.400 -1.284 -0.132
H 0.979 2.221 0.721
H -1.660 2.155 -0.244
H -2.199 -0.163 -1.198
H -1.578 -1.852 0.562
H -1.098 -0.569 1.697
H -0.024 -1.728 -1.030
*
```

Properties
LUMO ... 1.16 eV
ΔE to the lowest compared entry with this formula, charge and spin ... 2.912 eV
Gap between HOMO and LUMO ... 9.80 eV

Atomic partial charges in e from the Löwdin method, atoms 1 to 8:
1. C 0.06
2. C -0.31
3. C -0.06
4. C -0.07
5. C -0.18
6. C -0.10
7. C -0.21
8. H 0.07

Record 5
The following is a DFT calculation (the ωB97M-V functional and the def2-TZVPD basis) of one molecule with the formula C7H8.

Structure (ORCA input):
```
! RIJCOSX wB97M-V def2-TZVPD def2/J DEFGRID3
* xyz 0 1
C 0.676 1.532 -0.498
C 0.833 0.011 -0.388
C 0.560 -0.507 1.040
C -0.870 -0.605 1.322
C -2.059 -0.739 1.465
C -1.257 -1.233 -1.342
C -0.068 -0.694 -1.371
H -0.336 1.834 -0.212
H 1.388 2.041 0.161
H 0.862 1.873 -1.522
H 1.870 -0.244 -0.635
H 1.003 -1.502 1.164
H 1.050 0.149 1.767
H -3.106 -0.866 1.631
H 0.227 -0.758 -2.429
*
```

Properties
LUMO ... 0.33 eV
ΔE to the lowest compared entry with this formula, charge and spin ... 5.628 eV
Gap between HOMO and LUMO ... 10.16 eV

Atomic partial charges in e from the Löwdin method, atoms 1 to 8:
1. C -0.07
2. C -0.39
3. C -0.18
4. C -0.16
5. C 0.12
6. C 0.18
7. C -0.27
8. H 0.09

Record 6
The following is a DFT calculation (the ωB97M-V functional and the def2-TZVPD basis) of one molecule with the formula C7H8 in a non-equilibrium geometry.

Structure (ORCA input):
```
! RIJCOSX wB97M-V def2-TZVPD def2/J DEFGRID3
* xyz 0 1
C -0.084 -3.059 -0.040
C 0.415 -1.986 0.180
C 0.917 -0.637 0.460
C -0.218 0.382 0.206
C -0.571 0.471 -1.294
C 0.038 1.713 0.766
C 0.034 2.833 1.240
H -0.525 -4.013 -0.231
H 1.783 -0.416 -0.179
H 1.260 -0.578 1.500
H -1.097 0.007 0.752
H 0.326 0.382 -1.920
H -1.252 -0.343 -1.559
H -1.049 1.428 -1.529
H 0.024 3.817 1.649
*
```

Properties
LUMO ... 1.01 eV
ΔE to the lowest compared entry with this formula, charge and spin ... 3.811 eV
Gap between HOMO and LUMO ... 10.92 eV

Atomic partial charges in e from the Löwdin method, atoms 1 to 8:
1. C 0.11
2. C -0.15
3. C -0.19
4. C -0.39
5. C -0.06
6. C -0.12
7. C 0.12
8. H 0.03

Record 7
The following is a DFT calculation (the ωB97M-V functional and the def2-TZVPD basis) of C7H8AlClN2O4S as an isolated structure in a non-equilibrium geometry.

Structure (ORCA input):
```
! RIJCOSX wB97M-V def2-TZVPD def2/J DEFGRID3
* xyz -2 1
O 0.245 2.401 -1.242
C 1.139 1.669 -1.469
Cl 2.875 2.238 -1.105
C 0.966 0.296 -2.074
Al -0.127 -1.038 -0.930
C -1.935 -0.156 -0.514
C -2.241 0.113 1.002
S -1.405 1.619 1.703
C 0.146 1.112 2.388
N 0.589 1.104 3.635
N 1.837 0.611 3.710
C 2.179 0.302 2.460
O 1.183 0.621 1.658
C -0.412 -2.689 -2.147
O -0.214 -2.585 -3.390
O -0.757 -3.769 -1.539
H 0.378 0.445 -3.009
H 1.935 -0.162 -2.357
H 0.652 -1.580 0.363
H -2.718 -0.827 -0.932
H -1.996 0.827 -1.036
H -2.099 -0.779 1.643
H -3.331 0.370 1.076
H 3.111 -0.143 2.108
*
```

Properties
LUMO ... 4.85 eV
Gap between HOMO and LUMO ... 4.12 eV

Atomic partial charges in e from the Löwdin method, atoms 1 to 8:
1. O -0.02
2. C -0.86
3. Cl 0.43
4. C -0.21
5. Al 0.35
6. C -0.30
7. C -0.54
8. S 0.90